Entry 1:
Molecular formula: C22H55BN5O11
Method: DFT, the ωB97M-V functional and the def2-TZVPD basis

Atoms and positions in Å:
C 3.647 3.448 -2.662
C 3.514 3.852 -3.907
N 2.959 5.148 -4.184
C 3.555 6.251 -4.643
O 4.832 6.314 -4.942
B 5.757 6.774 -3.958
O 7.031 6.978 -4.325
O 5.265 7.008 -2.712
N 2.653 7.224 -4.761
N 1.508 6.732 -4.365
N 1.673 5.503 -4.019
C 0.599 4.624 -3.471
O 0.270 5.040 -2.203
N -0.918 6.025 -2.283
O -0.741 6.901 -1.589
H 4.217 2.548 -2.477
H 3.192 3.976 -1.833
H 3.774 3.267 -4.776
H 7.290 6.545 -5.145
H 5.765 6.585 -2.008
H 1.005 3.613 -3.411
H -0.245 4.685 -4.163
C 6.502 2.434 0.723
C 6.071 1.452 -0.354
C 6.421 0.021 0.015
O 6.661 1.809 -1.611
H 7.586 2.396 0.855
H 6.238 3.455 0.442
H 6.032 2.206 1.680
H 4.990 1.531 -0.508
H 7.503 -0.084 0.130
H 6.101 -0.667 -0.768
H 5.947 -0.273 0.952
H 7.617 1.750 -1.498
C 2.115 -0.584 -1.881
C 1.458 0.713 -1.439
C 0.178 0.461 -0.669
O 1.194 1.545 -2.584
H 1.440 -1.143 -2.534
H 3.034 -0.388 -2.435
H 2.354 -1.212 -1.023
H 2.159 1.285 -0.824
H -0.544 -0.071 -1.293
H -0.280 1.401 -0.356
H 0.357 -0.145 0.219
H 0.568 1.069 -3.144
C -3.725 -3.608 -2.090
C -2.720 -2.915 -1.183
C -3.206 -2.848 0.253
O -2.444 -1.596 -1.672
H -4.671 -3.060 -2.089
H -3.359 -3.646 -3.116
H -3.921 -4.627 -1.753
H -1.766 -3.445 -1.228
H -4.132 -2.274 0.327
H -2.471 -2.348 0.886
H -3.389 -3.848 0.648
H -3.270 -1.100 -1.650
C -1.089 -0.818 4.832
C -1.451 -1.822 3.748
C -1.026 -3.230 4.127
O -0.861 -1.437 2.503
H -0.006 -0.802 4.983
H -1.402 0.187 4.545
H -1.561 -1.072 5.781
H -2.529 -1.795 3.573
H 0.059 -3.273 4.258
H -1.291 -3.946 3.349
H -1.495 -3.546 5.061
H 0.096 -1.451 2.617
C -3.850 -6.733 3.656
C -3.007 -6.466 2.418
C -3.379 -7.396 1.274
O -1.618 -6.578 2.726
H -3.687 -7.755 4.010
H -3.571 -6.053 4.461
H -4.913 -6.610 3.446
H -3.144 -5.430 2.104
H -3.203 -8.436 1.561
H -2.768 -7.184 0.396
H -4.430 -7.289 1.002
H -1.450 -7.482 3.015
C -4.473 0.715 2.858
C -5.517 0.137 1.913
C -6.923 0.570 2.293
O -5.419 -1.286 1.884
H -4.653 0.362 3.878
H -3.473 0.395 2.562
H -4.504 1.806 2.865
H -5.300 0.459 0.892
H -7.168 0.214 3.298
H -7.654 0.148 1.603
H -7.021 1.656 2.283
H -5.603 -1.615 2.771

Values from the calculation:
**HOMO-LUMO gap**: 0.29425 Ha
**Total charge**: +1
**E**: -1997.23308 a.u.
**HOMO energy**: -11.5 eV
**LUMO level**: -3.508 eV

These are the Löwdin partial charges, in e, on atoms 1 to 6: atom 1 (C): 0.119, atom 2 (C): -0.066, atom 3 (N): 0.093, atom 4 (C): -0.317, atom 5 (O): 0.244, atom 6 (B): -0.749

Entry 2:
Molecular formula: C22H56AsF6MgN3O17
Method: DFT, the ωB97M-V functional and the def2-TZVPD basis

Atoms and positions in Å:
Mg -8.628 1.180 11.277
N -7.638 2.475 13.971
O -8.166 3.397 14.582
O -6.489 2.167 14.189
O -8.187 1.962 13.020
As -10.447 4.298 10.945
F -8.898 4.630 11.789
F -10.898 6.052 10.963
F -12.020 3.914 10.155
F -10.081 2.594 10.840
F -11.186 3.928 12.585
F -9.672 4.560 9.338
C -11.239 6.354 6.839
N -10.126 7.123 7.478
O -10.408 7.941 8.298
O -8.989 6.848 7.001
H -12.218 6.676 7.194
H -11.157 5.279 7.000
H -11.086 6.496 5.769
C -14.729 4.282 11.802
N -14.968 2.929 12.372
O -15.537 2.111 11.654
O -14.627 2.708 13.494
H -13.755 4.543 12.216
H -15.538 4.917 12.164
H -14.755 4.286 10.713
C -12.735 -3.498 10.827
O -13.515 -2.360 11.001
C -14.385 -2.137 9.887
C -14.784 -0.637 9.695
O -13.635 0.057 9.127
C -13.839 1.501 9.023
H -12.042 -3.409 9.990
H -13.342 -4.382 10.634
H -12.114 -3.711 11.698
H -15.273 -2.753 10.030
H -13.943 -2.439 8.938
H -15.048 -0.198 10.657
H -15.644 -0.463 9.047
H -13.034 1.938 8.432
H -13.948 1.941 10.014
H -14.697 1.667 8.371
C -11.876 9.127 10.902
O -10.830 10.008 11.053
C -9.867 9.758 12.054
C -10.388 10.150 13.468
O -9.364 10.579 14.276
C -9.223 11.995 14.457
H -11.479 8.137 10.677
H -12.647 9.389 10.178
H -12.464 9.002 11.811
H -9.007 10.414 11.918
H -9.434 8.766 11.920
H -10.886 9.281 13.897
H -11.217 10.856 13.434
H -10.065 12.471 14.961
H -9.017 12.478 13.502
H -8.353 12.181 15.087
C -6.641 3.438 10.452
O -7.564 2.379 10.156
C -7.611 2.008 8.784
C -8.880 1.134 8.512
O -9.214 0.386 9.665
C -9.894 -0.855 9.333
H -6.739 4.363 9.884
H -5.657 3.002 10.279
H -6.657 3.595 11.530
H -6.718 1.495 8.428
H -7.637 2.950 8.236
H -8.500 0.423 7.778
H -9.663 1.747 8.065
H -9.345 -1.459 8.610
H -10.878 -0.675 8.899
H -10.037 -1.486 10.210
C -10.695 6.126 14.424
O -9.410 5.875 15.056
C -8.456 6.909 14.886
C -7.012 6.376 14.944
O -6.794 5.340 15.929
C -5.449 4.874 15.975
H -10.517 6.210 13.352
H -11.209 7.008 14.806
H -11.352 5.273 14.597
H -8.559 7.721 15.606
H -8.628 7.444 13.952
H -6.259 7.161 15.013
H -6.787 5.990 13.950
H -5.354 4.076 16.711
H -4.714 5.618 16.286
H -5.084 4.592 14.988
C -8.822 -3.831 11.950
O -8.860 -2.413 12.192
C -9.932 -2.035 13.067
C -10.068 -0.539 13.242
O -10.157 0.268 12.059
C -11.502 0.133 11.603
H -8.547 -4.408 12.833
H -7.989 -4.050 11.282
H -9.773 -4.142 11.518
H -9.807 -2.530 14.030
H -10.816 -2.573 12.725
H -9.174 -0.262 13.801
H -10.912 -0.309 13.893
H -12.314 0.488 12.238
H -11.788 -0.905 11.437
H -11.693 0.713 10.699

Values from the calculation:
**HOMO-LUMO gap**: 0.28342 Ha
**E**: -5349.87235 a.u.
**HOMO energy**: -8.0 eV
**LUMO level**: -0.306 eV

These are the Löwdin partial charges, in e, on atoms 1 to 6: atom 1 (Mg): 0.748, atom 2 (N): -0.596, atom 3 (O): 0.068, atom 4 (O): 0.021, atom 5 (O): -0.095, atom 6 (As): 0.983

Entry 3:
Molecular formula: C22H56CrF4FeN2O18S4
Method: DFT, the ωB97M-V functional and the def2-TZVPD basis

Atoms and positions in Å:
Cr -4.389 0.393 -2.699
Fe 0.487 1.466 -2.432
N -5.490 0.674 -1.127
S -5.712 -0.392 0.218
O -6.998 -0.973 0.203
O -5.073 0.011 1.411
F -4.774 -1.544 -0.362
S -6.281 1.917 -0.515
O -5.764 2.555 0.649
O -7.689 1.811 -0.699
F -5.838 2.977 -1.621
N -0.158 0.402 -0.861
S -1.666 0.748 -0.137
O -1.855 0.596 1.253
O -2.741 0.290 -0.979
F -1.647 2.302 -0.353
S 0.255 -0.943 -0.099
O -0.509 -2.118 -0.298
O 0.845 -0.660 1.169
F 1.562 -1.136 -0.987
C -2.479 1.785 -3.662
O -1.322 2.047 -3.316
O -3.565 2.216 -3.050
O -2.789 0.558 -4.004
C -1.035 -4.144 3.621
C 0.483 -4.044 3.538
C 1.018 -4.850 2.367
O 0.871 -2.682 3.280
H -1.336 -3.588 4.517
H -1.338 -5.162 3.876
H -1.592 -3.792 2.757
H 0.979 -4.387 4.450
H 0.560 -4.610 1.407
H 0.879 -5.906 2.614
H 2.085 -4.667 2.224
H 0.210 -2.129 3.711
C -3.789 2.774 5.451
C -3.482 2.493 3.983
C -2.279 3.368 3.573
O -3.005 1.142 3.901
H -4.406 3.671 5.499
H -2.875 2.871 6.034
H -4.362 1.936 5.850
H -4.393 2.541 3.380
H -2.095 3.310 2.497
H -1.392 3.091 4.138
H -2.489 4.412 3.833
H -2.848 0.894 2.987
C 4.209 2.837 2.098
C 3.484 1.512 2.206
C 2.519 1.540 3.399
O 2.725 1.263 1.010
H 3.565 3.712 2.109
H 4.902 2.811 1.256
H 4.890 2.910 2.950
H 4.225 0.722 2.352
H 3.133 1.619 4.297
H 1.907 0.639 3.394
H 1.877 2.421 3.405
H 2.042 0.590 1.222
C 1.808 -2.654 -3.358
C 1.928 -1.308 -4.043
C 1.850 -1.398 -5.565
O 0.807 -0.403 -3.672
H 0.766 -2.833 -3.083
H 2.462 -2.764 -2.497
H 2.095 -3.475 -4.017
H 2.854 -0.782 -3.830
H 2.156 -0.470 -6.049
H 0.932 -1.857 -5.934
H 2.639 -2.063 -5.939
H 0.086 -0.924 -4.053
C 4.730 2.416 -2.282
C 3.871 1.165 -2.540
C 4.563 -0.015 -1.852
O 2.598 1.410 -1.912
H 4.725 2.680 -1.229
H 4.331 3.242 -2.878
H 5.756 2.284 -2.628
H 3.803 1.084 -3.623
H 4.783 0.274 -0.824
H 5.537 -0.194 -2.310
H 3.949 -0.911 -1.908
H 2.732 1.432 -0.927
C -2.195 -4.899 -0.522
C -1.038 -5.682 -1.125
C -0.922 -7.132 -0.723
O -1.223 -5.644 -2.566
H -2.130 -3.881 -0.909
H -1.998 -4.743 0.547
H -3.177 -5.365 -0.572
H -0.120 -5.146 -0.854
H -0.828 -7.214 0.362
H -0.130 -7.679 -1.229
H -1.842 -7.655 -1.001
H -1.903 -4.989 -2.733
C 1.770 5.527 -1.587
C 1.567 4.215 -0.852
C 1.007 4.372 0.536
O 0.671 3.386 -1.686
H 2.013 5.385 -2.639
H 2.576 6.143 -1.187
H 0.861 6.122 -1.451
H 2.507 3.667 -0.855
H 0.810 3.411 1.008
H 0.130 5.025 0.575
H 1.758 4.906 1.122
H -0.183 3.836 -1.593

Values from the calculation:
**Spin multiplicity**: 8
**HOMO-LUMO gap (spin up / spin down)**: 0.15747 / 0.22826 Ha
**Total charge**: +1
**E**: -6635.74836 a.u.
**HOMO energy (spin up / spin down)**: -11.4 / -11.4 eV
**LUMO level (spin up / spin down)**: -7.128 / -5.201 eV

These are the Löwdin partial charges, in e, on atoms 1 to 6: atom 1 (Cr): 1.275, atom 2 (Fe): 0.928, atom 3 (N): -0.414, atom 4 (S): 0.571, atom 5 (O): -0.183, atom 6 (O): -0.190

Entry 4:
Molecular formula: C22H56NO13S4Si
Method: DFT, the ωB97M-V functional and the def2-TZVPD basis

Atoms and positions in Å:
C -3.094 -2.326 -2.397
Si -2.429 -0.735 -1.690
C -3.374 -0.176 -0.174
C -0.625 -0.985 -1.204
O -2.460 0.387 -2.960
C -3.044 1.670 -2.772
C -2.161 2.628 -1.995
C -0.996 3.213 -2.810
C 0.158 3.709 -1.888
C 1.389 2.790 -1.774
C 1.838 2.158 -3.102
N 0.925 2.592 -4.206
C -0.475 2.204 -3.826
H -2.607 -2.538 -3.351
H -4.167 -2.228 -2.564
H -2.885 -3.157 -1.720
H -2.703 -0.220 0.686
H -4.200 -0.857 0.031
H -3.781 0.834 -0.207
H -0.335 -0.204 -0.496
H -0.487 -1.980 -0.782
H 0.008 -0.866 -2.088
H -4.034 1.584 -2.322
H -3.208 2.095 -3.770
H -2.793 3.464 -1.684
H -1.768 2.183 -1.077
H -1.350 4.091 -3.357
H -0.233 3.891 -0.890
H 0.509 4.661 -2.295
H 1.268 2.012 -1.025
H 2.209 3.404 -1.405
H 2.866 2.421 -3.343
H 1.788 1.073 -3.045
H 1.000 3.601 -4.347
H 1.219 2.152 -5.080
H -0.402 1.204 -3.397
H -1.100 2.115 -4.711
O -5.475 -1.546 2.005
S -6.745 -2.208 2.100
O -7.894 -1.598 1.510
O -7.034 -2.541 3.623
C -6.923 -1.461 4.581
C -8.124 -0.540 4.559
C -6.602 -3.864 1.528
H -5.993 -0.920 4.401
H -6.837 -1.961 5.543
H -8.180 0.021 3.627
H -8.055 0.169 5.384
H -9.046 -1.111 4.661
H -5.744 -4.328 2.005
H -6.463 -3.815 0.450
H -7.521 -4.393 1.767
O -0.784 -5.070 -0.106
S 0.640 -5.214 -0.036
O 1.440 -4.848 -1.166
O 0.989 -6.691 0.410
C 0.375 -7.782 -0.323
C 1.044 -8.031 -1.658
C 1.249 -4.390 1.394
H -0.690 -7.580 -0.434
H 0.486 -8.642 0.332
H 0.878 -7.205 -2.349
H 0.638 -8.939 -2.104
H 2.120 -8.151 -1.531
H 0.659 -4.697 2.252
H 1.139 -3.322 1.215
H 2.297 -4.646 1.524
O 3.657 1.272 -0.696
S 4.701 0.343 -0.349
O 5.041 0.165 1.025
O 5.996 0.711 -1.180
C 6.458 2.089 -1.123
C 7.168 2.415 0.172
C 4.383 -1.222 -1.077
H 5.612 2.756 -1.293
H 7.134 2.179 -1.971
H 6.482 2.404 1.018
H 7.608 3.410 0.105
H 7.959 1.691 0.368
H 4.162 -1.086 -2.132
H 3.527 -1.650 -0.557
H 5.258 -1.852 -0.940
O 2.323 5.984 2.242
S 3.537 5.473 2.804
O 4.591 5.058 1.927
O 3.178 4.287 3.800
C 2.294 3.259 3.295
C 3.002 2.332 2.332
C 4.176 6.593 3.997
H 1.428 3.737 2.833
H 1.948 2.727 4.179
H 3.291 2.869 1.431
H 2.349 1.508 2.042
H 3.908 1.920 2.775
H 3.375 6.875 4.675
H 4.540 7.461 3.451
H 4.991 6.108 4.526

Values from the calculation:
**HOMO-LUMO gap**: 0.34448 Ha
**Total charge**: +1
**E**: -3786.77080 a.u.
**HOMO energy**: -12.1 eV
**LUMO level**: -2.694 eV

These are the Löwdin partial charges, in e, on atoms 1 to 6: atom 1 (C): -0.147, atom 2 (Si): 0.450, atom 3 (C): -0.135, atom 4 (C): -0.144, atom 5 (O): -0.238, atom 6 (C): -0.259

Entry 5:
Molecular formula: C22H57BF4N2O6
Method: DFT, the ωB97M-V functional and the def2-TZVPD basis

Atoms and positions in Å:
C 8.823 -90.323 76.562
C 8.661 -90.220 78.070
C 9.710 -90.992 78.739
N 9.925 -90.686 80.219
C 8.680 -90.810 80.995
C 10.631 -89.363 80.355
C 11.582 -89.596 81.537
C 11.580 -91.075 81.926
C 10.897 -91.648 80.675
H 8.945 -91.214 76.237
H 9.482 -89.647 75.980
H 7.986 -89.924 76.328
H 7.709 -90.458 78.397
H 8.610 -89.153 78.358
H 10.708 -90.900 78.174
H 9.583 -92.217 78.449
H 7.857 -90.123 80.652
H 8.959 -90.859 81.961
H 8.176 -91.778 80.754
H 10.126 -88.390 80.412
H 11.212 -88.945 79.520
H 11.225 -88.775 82.362
H 12.584 -89.210 81.355
H 10.911 -91.610 82.642
H 12.673 -91.456 82.002
H 10.490 -92.600 80.990
H 11.731 -91.927 79.857
B 9.842 -94.914 83.355
F 10.828 -94.003 83.653
F 8.651 -94.143 82.994
F 10.136 -95.507 82.101
F 9.590 -95.921 84.294
C 12.980 -95.738 79.764
C 12.325 -94.821 78.709
N 11.872 -94.052 77.957
H 13.987 -95.768 79.660
H 12.717 -95.320 80.940
H 12.413 -96.754 79.553
C 5.500 -90.851 82.564
C 6.057 -92.206 83.015
O 7.037 -92.065 84.063
H 4.939 -90.831 81.727
H 6.297 -90.336 82.214
H 4.957 -90.157 83.365
H 6.510 -92.556 82.139
H 5.316 -92.867 83.221
H 7.810 -92.753 83.893
C 8.235 -95.308 77.454
C 8.612 -95.734 78.869
O 8.750 -94.605 79.671
H 7.200 -95.140 77.582
H 8.548 -96.001 76.809
H 8.984 -94.395 77.260
H 9.600 -96.394 78.774
H 7.747 -96.268 79.388
H 9.171 -94.807 80.460
C 12.174 -98.417 87.394
C 11.890 -97.486 86.138
O 10.499 -97.582 85.884
H 11.971 -99.328 87.075
H 11.709 -97.945 88.368
H 13.227 -98.336 87.241
H 12.235 -97.984 85.141
H 12.286 -96.335 86.150
H 10.072 -96.882 85.244
C 14.900 -92.908 86.376
C 13.949 -93.411 85.220
O 12.543 -93.111 85.561
H 15.918 -93.009 86.071
H 14.590 -93.375 87.079
H 14.706 -91.837 86.422
H 14.027 -94.385 84.999
H 14.147 -92.825 84.368
H 12.021 -93.311 84.707
C 5.544 -98.114 85.959
C 6.911 -97.573 85.807
O 7.239 -97.553 84.423
H 5.363 -98.283 87.174
H 5.589 -99.255 85.663
H 4.789 -97.512 85.482
H 7.535 -98.156 86.502
H 7.069 -96.691 86.249
H 8.028 -97.031 84.246
C 10.383 -100.255 81.862
C 10.402 -98.739 82.367
O 10.572 -97.847 81.248
H 11.246 -100.520 81.374
H 9.577 -100.251 81.017
H 10.473 -100.919 82.658
H 11.029 -98.474 83.182
H 9.451 -98.748 82.942
H 10.420 -97.068 81.629

Values from the calculation:
**HOMO-LUMO gap**: 0.31083 Ha
**E**: -1857.42596 a.u.
**Relative energy (zero: lowest compared OMol25 entry of this formula, charge and spin)**: 1.597 eV
**HOMO energy**: -8.6 eV
**LUMO level**: -0.175 eV

These are the Löwdin partial charges, in e, on atoms 1 to 6: atom 1 (C): -0.044, atom 2 (C): -0.240, atom 3 (C): -0.160, atom 4 (N): -0.246, atom 5 (C): 0.040, atom 6 (C): -0.117

Looking at max |F| for the records above, in order, we have 0.645, 5.935, 6.473, 0.729, 11.760 eV/A.